Here is a structure of composition C31H40BrIIrN3O3PS from the Open Molecules 2025 dataset. Energies are from wB97M-V/def2-TZVPD.

Last column: Mulliken spin population.
Element x y z (Å)
Ir  0.76015  -0.60052  0.09441  2.38
Br  -1.26037  2.02265  -6.69783  0.00
C  -0.98283  2.65323  -4.94309  0.00
C  -1.15680  4.00419  -4.65780  0.00
N  -0.98189  4.51081  -3.44403  0.00
C  -0.63840  3.68756  -2.46378  0.00
C  -0.43913  2.32512  -2.65943  0.02
C  -0.60777  1.79071  -3.93249  0.01
C  -0.08202  1.46180  -1.51354  0.01
O  -0.04184  1.88025  -0.34288  0.06
O  0.19375  0.21659  -1.76656  0.17
H  -1.44607  4.69292  -5.44412  0.00
H  -0.51706  4.11544  -1.47544  0.00
H  -0.45122  0.73648  -4.11368  0.00
C  2.11264  3.18443  1.68793  0.04
C  2.19238  1.87922  2.48625  -0.05
C  0.83102  1.63081  3.13843  0.02
C  3.24727  2.01304  3.59851  0.01
P  2.58497  0.39741  1.40490  0.33
C  3.08080  -0.89930  2.58086  0.03
C  2.07137  -1.65103  3.18240  -0.02
C  2.37016  -2.61848  4.12859  0.00
C  3.68863  -2.85651  4.48357  0.00
C  4.70331  -2.11862  3.89029  0.00
C  4.40297  -1.14595  2.94972  0.01
C  3.96631  0.74622  0.18708  0.06
C  3.38436  1.54618  -0.98942  0.02
C  4.45326  -0.59733  -0.37574  0.01
C  5.15072  1.54425  0.75355  0.02
H  1.75721  3.96296  2.36686  0.00
H  1.40902  3.11663  0.85735  -0.02
H  3.08335  3.50530  1.31583  0.00
H  0.59616  2.49052  3.77064  0.00
H  0.83853  0.74589  3.77871  0.00
H  0.04092  1.52982  2.39372  -0.02
H  2.98342  2.87973  4.20947  0.00
H  4.25136  2.17829  3.21055  0.00
H  3.26625  1.13970  4.24972  0.00
H  1.03562  -1.49136  2.91487  0.02
H  1.56982  -3.19057  4.57993  0.00
H  3.92616  -3.61593  5.21744  0.00
H  5.73601  -2.29700  4.16144  0.00
H  5.21616  -0.58753  2.51162  0.00
H  2.55192  1.02254  -1.46533  0.00
H  4.16882  1.64512  -1.74352  0.00
H  3.06371  2.54690  -0.70678  0.00
H  3.67072  -1.08501  -0.95826  0.01
H  4.78779  -1.29870  0.38641  0.00
H  5.29225  -0.39943  -1.04687  0.00
H  4.85810  2.54228  1.06853  0.00
H  5.88469  1.66070  -0.04728  0.00
H  5.65612  1.06139  1.58648  0.00
C  -2.61467  -4.15730  -2.12410  0.00
C  -3.24024  -4.19835  -0.73381  0.00
C  -2.61165  -3.19719  0.22208  0.00
N  -2.87893  -1.83509  -0.26152  0.03
C  -2.36887  -0.73353  0.22560  0.06
S  -1.14524  -0.79697  1.47132  0.32
N  -2.74976  0.49559  -0.19293  0.01
C  -3.64914  0.87394  -1.23474  0.00
O  -3.40604  1.88247  -1.83831  0.01
C  -4.85032  0.03515  -1.47045  0.00
C  -5.25205  -0.17989  -2.78761  0.00
C  -6.37903  -0.94517  -3.04170  0.00
C  -7.11670  -1.46410  -1.98618  0.00
C  -6.73247  -1.22538  -0.67224  0.00
C  -5.59316  -0.48339  -0.40972  -0.01
H  -3.01885  -4.94760  -2.75551  0.00
H  -1.53198  -4.28850  -2.06616  0.00
H  -2.80475  -3.20931  -2.63558  0.00
H  -3.11716  -5.18972  -0.29610  0.00
H  -4.32064  -4.02479  -0.78540  0.00
H  -1.53337  -3.33876  0.26697  -0.01
H  -3.01304  -3.29214  1.23199  0.01
H  -3.58786  -1.75055  -0.98002  -0.01
H  -2.08707  1.23398  0.03791  0.00
H  -4.67691  0.25661  -3.59522  0.00
H  -6.69030  -1.12742  -4.06199  0.00
H  -8.00380  -2.05114  -2.18725  0.00
H  -7.32612  -1.61214  0.14563  0.00
H  -5.28746  -0.29121  0.61269  0.00
I  1.35481  -3.05193  -0.45580  0.43

Calculated values
F_max = 0.00559 hartree/bohr
M = 964.745 g/mol
Spin multiplicity = 5
<S²> = 6.013
E_LUMO (alpha / beta) = -0.10756 / -0.19548 Eh
Frontier orbital gap (alpha / beta) = 7.83 / 6.13 eV
E_tot = -5310.6789 Eh
Charge = +1
Relative energy (zero: lowest compared OMol25 entry of this formula, charge and spin) = 0.0 kcal per mole

---

Here is a cluster of 4 separate species, C31H40F25O7PSi in total from the Open Molecules 2025 dataset. Energies are from wB97M-V/def2-TZVPD.

Last column: Mulliken charge in e.
Element x y z (Å)
C  3.21706  2.35514  4.31825  -1.20
Si  4.57341  3.44775  3.60239  0.35
C  5.25626  4.50946  5.01101  -1.27
C  3.91349  4.62447  2.24992  -0.95
C  2.58012  4.12389  1.62014  -0.57
C  1.38923  5.02783  2.04650  -0.49
C  0.33925  5.03769  0.90854  -0.47
C  -1.13311  5.09214  1.39591  -1.15
C  -1.75704  3.68002  1.26144  -0.14
C  -2.87576  3.41086  2.28902  -0.82
C  -3.92408  2.42232  1.78336  -0.44
O  -4.18574  1.40805  2.81309  -0.32
P  -5.52665  1.62073  3.56149  0.98
O  -5.63580  2.89737  4.24805  -0.69
O  -5.70360  0.41566  4.55829  -0.49
O  -6.77632  1.44414  2.47286  -0.07
F  -7.62717  2.54824  2.58302  -0.14
C  5.91936  2.41495  2.74996  0.42
C  7.13019  3.02118  2.49333  -0.28
C  8.10272  2.30940  1.84150  -0.66
C  7.83417  1.02150  1.46980  -0.38
C  6.64594  0.41497  1.72663  -0.62
C  5.66164  1.11809  2.38077  -0.25
H  3.60280  1.63593  5.04810  0.38
H  2.69018  1.76686  3.56289  0.27
H  2.49428  2.97647  4.85610  0.35
H  4.75919  4.32308  5.96680  0.35
H  6.33316  4.41426  5.17534  0.37
H  5.06709  5.56565  4.79247  0.38
H  4.65744  4.63094  1.44611  0.40
H  3.86242  5.64892  2.62375  0.52
H  2.65349  4.22992  0.53400  0.54
H  2.37394  3.07153  1.82396  0.03
H  0.96777  4.69026  2.99650  0.20
H  1.78883  6.03987  2.11931  0.35
H  0.55952  5.85517  0.21860  0.57
H  0.45068  4.11055  0.34147  -0.04
H  -1.67874  5.73001  0.69430  0.35
H  -1.23660  5.50235  2.40197  0.50
H  -0.98943  2.90868  1.37930  0.22
H  -2.11456  3.58243  0.23168  0.38
H  -3.31456  4.36161  2.59071  0.40
H  -2.40361  2.93709  3.15232  0.25
H  -4.85394  2.96385  1.58684  0.35
H  -3.63077  1.91875  0.86377  0.41
H  -6.06829  0.81798  5.36320  0.36
H  7.27118  4.05504  2.79132  0.36
H  9.04656  2.79408  1.62395  0.39
H  8.59898  0.46709  0.93155  0.34
H  6.42936  -0.60816  1.43964  0.41
H  4.69014  0.68374  2.58528  0.31
C  -0.15421  -0.87201  -1.65329  -0.95
C  -0.28068  0.61038  -1.24892  1.07
C  -0.28982  1.64454  -2.38285  0.00
F  0.85023  1.62585  -3.09496  -0.23
F  -0.41404  2.88851  -1.86328  -0.20
F  0.67270  0.90678  -0.33961  -0.24
F  -1.47732  0.72292  -0.59638  -0.33
O  1.13056  -1.48541  -1.57721  -0.39
C  2.03741  -1.40470  -2.61517  0.82
C  3.31010  -0.64703  -2.22189  0.16
F  3.02897  0.60274  -1.81315  -0.21
F  4.12948  -0.56021  -3.29506  -0.25
F  1.45869  -0.90527  -3.72307  -0.29
F  2.39642  -2.67751  -2.91556  -0.32
H  -0.73637  -1.41420  -0.90882  0.44
H  -0.64354  -1.07682  -2.60559  0.36
H  -1.13069  1.47870  -3.06259  0.28
H  3.82964  -1.16932  -1.41522  0.25
C  3.83650  -4.85200  -6.73029  -0.82
C  2.54383  -4.11743  -7.13809  0.88
C  1.31926  -4.27674  -6.23358  0.39
F  0.90578  -5.55400  -6.14513  -0.24
F  0.28669  -3.56078  -6.74294  -0.27
F  2.23438  -4.44054  -8.41287  -0.27
F  2.84301  -2.78693  -7.13415  -0.31
O  4.14350  -6.09310  -7.35978  -0.40
C  3.64069  -7.29049  -6.88664  0.82
C  2.71456  -7.97046  -7.90039  0.20
F  1.67685  -7.17872  -8.22693  -0.21
F  2.21498  -9.10727  -7.36243  -0.25
F  3.05570  -7.13419  -5.68381  -0.28
F  4.70033  -8.10841  -6.69502  -0.30
H  4.64187  -4.19639  -7.05974  0.42
H  3.94186  -4.91502  -5.64699  0.39
H  1.53133  -3.90102  -5.22834  0.02
H  3.26473  -8.21694  -8.81108  0.23
C  -6.78702  -1.93082  2.08456  -0.72
C  -7.25303  -2.10276  0.62557  0.98
C  -8.75988  -2.10650  0.35331  0.07
F  -9.39091  -3.11811  0.97558  -0.22
F  -8.97012  -2.26117  -0.97614  -0.27
F  -6.67716  -3.20758  0.10237  -0.29
F  -6.74676  -1.03849  -0.06322  -0.31
O  -6.42305  -3.09542  2.81978  -0.40
C  -7.36515  -3.85350  3.48847  0.78
C  -7.47424  -5.27311  2.92225  0.20
F  -7.79707  -5.25878  1.61600  -0.22
F  -8.44475  -5.94768  3.58130  -0.26
F  -8.55619  -3.22683  3.53120  -0.29
F  -6.94110  -3.96072  4.76810  -0.30
H  -5.85265  -1.37321  2.01692  0.30
H  -7.46061  -1.29002  2.65355  0.38
H  -9.21143  -1.16002  0.66375  0.29
H  -6.52639  -5.80261  3.04094  0.23

Calculated values
F_max = 0.04519 hartree/bohr
Structure (SMILES) = C[Si](C)(CCCCCCCCO[P@](=O)(O)OF)c1ccccc1.FC(F)C(F)(F)COC(F)(F)C(F)F.FC(F)C(F)(F)COC(F)(F)C(F)F.FC(F)C(F)(F)COC(F)(F)C(F)F
M = 1058.664 g/mol
E_LUMO = 0.00003 Eh
Frontier orbital gap = 9.26 eV
E_tot = -4859.4245 Eh
Charge = 0

---

Here is a structure of composition C31H40MgN6O2PS3 from the Open Molecules 2025 dataset. Energies are from wB97M-V/def2-TZVPD.

Last column: Mulliken charge in e.
Element x y z (Å)
Mg  0.97419  -0.75365  -0.81384  1.56
C  1.01538  -1.67665  -3.99544  -1.38
N  1.66632  -0.69518  -3.08638  1.21
C  1.42829  0.66767  -3.61794  -2.05
C  0.67237  1.61411  -2.71638  0.94
C  0.33495  2.86278  -3.20211  -0.85
C  -0.42108  3.71166  -2.40572  -0.87
C  -0.79208  3.29641  -1.14243  -1.07
C  -0.38801  2.03937  -0.72270  -0.20
N  0.31970  1.20264  -1.49486  0.64
C  3.11818  -0.96508  -3.02713  -1.32
C  3.72651  -0.50831  -1.73342  0.86
C  4.76307  0.40235  -1.65349  -0.74
C  5.34575  0.63762  -0.41429  -0.45
C  4.88892  -0.06051  0.68682  -0.86
C  3.80886  -0.91701  0.52791  -0.31
N  3.21834  -1.12066  -0.65135  -0.25
C  0.89585  -3.08862  -3.47692  0.66
C  -0.36202  -3.65556  -3.31729  -0.50
C  -0.45434  -4.95327  -2.84873  -0.36
C  0.71602  -5.64841  -2.58517  -0.54
C  1.92451  -5.01239  -2.80471  -0.50
N  2.02427  -3.76227  -3.25365  -0.51
H  1.56257  -1.68849  -4.94889  0.48
H  0.01201  -1.30606  -4.20091  0.57
H  0.86263  0.58363  -4.54936  0.61
H  2.38041  1.12904  -3.89280  0.42
H  0.64677  3.15359  -4.19844  0.48
H  -0.69900  4.69498  -2.76358  0.39
H  -1.33926  3.91302  -0.44635  0.59
H  -0.61745  1.69268  0.27528  0.20
H  3.63629  -0.52374  -3.88592  0.48
H  3.24678  -2.04667  -3.07382  0.39
H  5.10751  0.90830  -2.54562  0.42
H  6.14872  1.35635  -0.31457  0.41
H  5.31322  0.08576  1.66929  0.43
H  3.36120  -1.41156  1.37704  0.54
H  -1.25258  -3.07389  -3.50521  0.38
H  -1.42289  -5.39844  -2.67161  0.40
H  0.69555  -6.66006  -2.20322  0.40
H  2.86047  -5.52816  -2.61884  0.40
S  -1.48708  -2.36196  4.17197  -0.45
C  -0.51940  -1.50390  3.20562  0.47
N  0.19484  -0.92858  2.48144  -0.30
C  -2.64689  0.93488  2.43426  -0.75
C  -3.11589  2.36265  2.18627  1.21
C  -4.17502  2.40294  1.09667  -1.63
O  -2.07864  3.23956  1.76339  -0.49
P  -0.73564  3.43222  2.77762  0.41
S  0.41795  4.62829  1.63887  -0.64
S  1.09701  0.19244  1.62062  -0.20
O  -1.49984  4.46429  3.87126  -0.46
C  -1.32430  4.28711  5.27044  0.61
C  -2.37069  3.32521  5.81667  -1.17
C  0.08406  3.86990  5.67990  -1.42
H  -3.49998  0.31013  2.70971  0.52
H  -1.90438  0.87032  3.22754  0.17
H  -2.19904  0.51062  1.53032  -0.31
H  -3.55325  2.75988  3.11218  -0.10
H  -3.76715  1.99323  0.16849  0.17
H  -4.48668  3.43139  0.91061  0.43
H  -5.04874  1.81142  1.37919  0.43
H  -1.50654  5.28053  5.69653  0.22
H  -2.19651  2.32015  5.42339  0.11
H  -3.36964  3.64616  5.51788  0.27
H  -2.32665  3.27521  6.90789  0.46
H  0.31553  2.85599  5.35358  0.26
H  0.16530  3.90889  6.76994  0.47
H  0.82455  4.54365  5.24684  0.35
C  0.83592  -3.67479  0.61870  -1.34
C  -0.46155  -3.23865  0.01446  0.68
C  -1.68454  -3.86991  0.05775  -1.23
C  -2.58971  -3.04341  -0.65973  -1.03
C  -1.86629  -1.95465  -1.09593  0.28
C  -2.36499  -0.76750  -1.85904  -0.77
N  -0.56043  -2.06353  -0.68715  0.81
H  0.76460  -4.70860  0.95913  0.44
H  1.10807  -3.06255  1.48317  0.08
H  1.65990  -3.62758  -0.10355  0.12
H  -1.89998  -4.79666  0.56893  0.53
H  -3.64723  -3.20286  -0.81443  0.53
H  -3.30538  -1.00709  -2.35889  0.57
H  -1.65582  -0.44157  -2.62863  -0.04
H  -2.54676  0.09938  -1.21710  -0.40

Calculated values
F_max = 0.01230 hartree/bohr
M = 680.181 g/mol
E_LUMO = 0.06869 Eh
Frontier orbital gap = 5.15 eV
E_tot = -3420.5269 Eh
Charge = -1
Relative energy (zero: lowest compared OMol25 entry of this formula, charge and spin) = 65.3 kcal per mole